*a*
Computed, not measured: 2 unconnected molecules or ions with the total composition C4H10S2, with ωB97M-V/def2-TZVPD.

```
16
Properties=species:S:1:pos:R:3:mulliken_charge:R:1
C -0.060 -2.331 0.352 -0.64
C -0.768 -1.196 0.546 0.11
C -1.810 -0.861 1.614 -1.05
H 0.919 -2.508 -0.131 0.27
H -0.602 -3.208 0.565 0.24
H -0.949 -0.519 -0.341 0.16
H -1.434 -0.072 2.207 0.26
H -2.080 -1.751 2.230 0.32
H -2.780 -0.559 1.256 0.32
C 0.798 1.280 -1.950 -0.76
S 0.718 2.079 -0.323 0.01
S 2.598 3.223 -0.202 -0.24
H 0.715 0.143 -1.922 0.22
H 0.051 1.716 -2.666 0.28
H 1.800 1.424 -2.314 0.35
H 2.884 3.141 1.080 0.14
```

HOMO-LUMO gap ... 8.57 eV
Charge ... 0
HOMO energy ... -8.4 eV
SMILES ... C=CC.CSS

=====

*b*
Computed, not measured: C4H10S2 in the gas phase, with ωB97M-V/def2-TZVPD.

```
16
Properties=species:S:1:pos:R:3:mulliken_charge:R:1
C 1.539 1.269 -1.844 -0.79
S 0.203 0.016 -1.801 -0.07
C 0.709 -0.859 -0.226 -0.88
C 0.021 -0.224 0.931 -0.63
C -1.495 -0.408 0.800 -0.51
S -2.115 -0.618 2.499 -0.27
H 1.474 1.809 -2.806 0.32
H 1.405 1.955 -0.995 0.25
H 2.515 0.785 -1.807 0.26
H 1.789 -0.852 -0.116 0.37
H 0.396 -1.898 -0.269 0.43
H 0.346 -0.711 1.820 0.47
H 0.255 0.863 1.014 0.19
H -1.671 -1.340 0.267 0.32
H -1.971 0.394 0.238 0.40
H -3.399 -0.180 2.295 0.13
```

HOMO-LUMO gap ... 9.62 eV
Charge ... 0
HOMO energy ... -8.7 eV
SMILES ... CSCCCS

=====

Q: Which of them is the least stable? A: *a*.

=====

*a*
Computed, not measured: C4H10S2 in the gas phase, with ωB97M-V/def2-TZVPD.

```
16
Properties=species:S:1:pos:R:3:mulliken_charge:R:1
C 1.818 0.189 -1.367 -1.51
C 0.674 0.506 -0.358 0.29
S 1.278 0.404 1.259 -0.15
C -0.639 -0.118 -0.779 -0.33
C -0.649 -1.591 -1.013 -1.21
S -1.955 0.293 0.534 -0.14
H 1.418 0.270 -2.321 0.42
H 2.524 0.949 -1.247 0.51
H 2.350 -0.720 -1.025 0.30
H 0.594 1.629 -0.557 0.24
H 1.001 -0.875 1.520 0.09
H -0.920 0.471 -1.685 0.36
H -1.622 -1.852 -1.387 0.38
H -0.258 -2.241 -0.196 0.33
H 0.034 -1.892 -1.896 0.30
H -1.494 -0.816 1.209 0.13
```

HOMO-LUMO gap ... 9.45 eV
Charge ... 0
HOMO energy ... -8.7 eV
SMILES ... C[C@H](S)[C@@H](C)S

=====

*b*
Computed, not measured: 2 unconnected molecules or ions with the total composition C4H10S2, with ωB97M-V/def2-TZVPD.

```
16
Properties=species:S:1:pos:R:3:mulliken_charge:R:1
C 2.815 1.581 -0.980 -0.70
C 2.649 1.678 0.332 0.03
C 1.771 0.714 1.122 -0.70
H 3.437 2.324 -1.464 0.24
H 2.376 0.831 -1.619 0.24
H 2.987 2.562 0.858 0.29
H 1.890 -0.277 0.694 0.28
H 1.913 0.714 2.197 0.33
H 0.749 1.065 0.943 0.01
C -0.899 -2.421 -0.301 -0.78
S -1.059 -0.705 -0.902 -0.06
S -1.828 0.188 0.772 -0.24
H -0.636 -2.390 0.750 0.28
H -0.162 -2.948 -0.904 0.28
H -1.843 -2.959 -0.405 0.33
H -3.086 0.234 0.313 0.16
```

HOMO-LUMO gap ... 9.62 eV
Charge ... 0
HOMO energy ... -9.1 eV
SMILES ... C=CC.CSS

=====

Q: Which of them is the least stable? A: *b*.

=====

*a*
Computed, not measured: a molecular structure, C21H35AsBMnO10P2, with ωB97M-V/def2-TZVPD.

```
71
Properties=species:S:1:pos:R:3:lowdin_spin:R:1
Mn -0.501 0.595 0.982 1.02
C -2.021 1.954 1.870 0.02
C -0.758 2.580 1.965 -0.01
C 0.130 1.731 2.684 0.00
C -0.617 0.564 3.072 -0.01
C -1.934 0.702 2.558 0.00
C -3.058 -0.284 2.693 0.00
C -0.114 -0.526 3.974 0.00
C 1.516 2.092 3.134 0.00
C -0.374 3.905 1.377 0.00
C -3.267 2.481 1.221 0.00
H -3.792 0.053 3.432 0.00
H -2.682 -1.256 3.014 0.00
H -3.569 -0.422 1.739 0.00
H -0.367 -0.330 5.022 0.00
H 0.972 -0.608 3.901 0.00
H -0.539 -1.493 3.699 0.00
H 1.536 2.336 4.203 0.00
H 1.874 2.974 2.597 0.00
H 2.221 1.278 2.955 0.00
H -0.225 4.654 2.161 0.00
H -1.143 4.275 0.700 0.00
H 0.552 3.821 0.806 0.00
H -3.794 1.699 0.669 0.00
H -3.050 3.286 0.518 0.00
H -3.960 2.873 1.973 0.00
C -2.587 -0.474 -4.180 0.00
C -2.476 -1.245 -2.861 0.00
O -3.526 -2.222 -2.773 0.00
P -0.958 -2.232 -2.830 0.00
O -0.948 -3.077 -1.497 0.00
O -1.246 -3.371 -3.919 0.00
O 0.272 -1.478 -3.143 0.00
P -2.683 -0.103 -1.402 0.00
O -2.120 1.302 -1.945 0.00
O -4.165 -0.081 -1.224 0.00
O -1.807 -0.536 -0.248 0.02
H -2.644 -1.178 -5.012 0.00
H -1.736 0.185 -4.323 0.00
H -3.499 0.126 -4.160 0.00
H -4.199 -1.783 -2.219 0.00
H -0.817 -2.549 -0.685 0.00
H -2.114 -3.747 -3.752 0.00
H -1.248 1.483 -1.507 0.00
C 2.562 3.016 -1.540 0.00
As 1.396 1.509 -1.827 0.00
C 0.802 1.614 -3.649 0.00
C 2.492 -0.045 -1.614 0.00
O 0.117 1.699 -0.791 0.00
H 3.438 2.971 -2.186 0.00
H 2.866 2.995 -0.494 0.00
H 1.996 3.924 -1.737 0.00
H 1.580 2.057 -4.269 0.00
H -0.097 2.227 -3.671 0.00
H 0.575 0.597 -3.963 0.00
H 3.215 -0.052 -2.432 0.00
H 1.846 -0.917 -1.700 0.00
H 2.994 -0.002 -0.651 0.00
O 0.845 -2.169 0.648 0.00
B 1.021 -0.773 1.001 -0.01
O 2.402 -0.712 1.469 -0.01
C 2.946 -1.953 1.386 0.00
C 4.218 -2.369 1.712 0.00
C 4.526 -3.721 1.514 0.00
C 3.581 -4.602 1.004 0.00
C 2.291 -4.170 0.675 0.00
C 1.999 -2.841 0.878 0.00
H 4.946 -1.671 2.108 0.00
H 5.516 -4.083 1.759 0.00
H 3.847 -5.641 0.856 0.00
H 1.547 -4.843 0.270 0.00
```

HOMO-LUMO gap (alpha / beta) ... 6.74 / 6.29 eV
Multiplicity ... 2
Charge ... -1
HOMO energy (alpha / beta) ... -4.3 / -3.8 eV

=====

*b*
Computed, not measured: a molecular structure, C21H35AsBMnO10P2, with ωB97M-V/def2-TZVPD.

```
71
Properties=species:S:1:pos:R:3:lowdin_spin:R:1
Mn -0.489 1.466 -0.428 0.98
C -1.077 3.100 0.827 0.00
C 0.300 2.779 1.041 0.00
C 0.353 1.463 1.580 -0.01
C -0.985 0.974 1.689 0.02
C -1.856 1.994 1.242 -0.01
C -3.348 1.939 1.163 0.00
C -1.362 -0.370 2.239 0.01
C 1.566 0.805 2.165 0.00
C 1.475 3.690 0.854 0.00
C -1.635 4.389 0.312 0.00
H -3.684 2.127 0.143 0.00
H -3.796 2.684 1.827 0.00
H -3.726 0.960 1.453 0.00
H -0.788 -1.169 1.771 0.00
H -2.416 -0.587 2.064 0.00
H -1.188 -0.426 3.319 0.00
H 1.358 -0.235 2.416 0.00
H 1.870 1.309 3.089 0.00
H 2.423 0.821 1.489 0.00
H 2.386 3.115 0.679 0.00
H 1.644 4.328 1.729 0.00
H 1.343 4.347 -0.009 0.00
H -2.388 4.216 -0.459 0.00
H -0.854 5.018 -0.119 0.00
H -2.112 4.967 1.112 0.00
C 3.484 -1.574 -0.553 0.00
C 2.515 -1.731 -1.717 0.00
O 3.261 -2.286 -2.798 0.00
P 1.866 0.016 -2.186 0.00
O 1.686 -0.446 -3.810 0.00
O -0.294 2.626 -2.094 0.00
O 0.395 0.000 -1.647 0.01
P 1.162 -2.899 -1.274 0.00
O -0.136 -2.411 -1.997 0.00
O 1.461 -4.331 -1.400 0.00
O 0.871 -2.523 0.293 0.00
H 4.359 -1.033 -0.918 0.00
H 3.804 -2.542 -0.163 0.00
H 3.034 -1.001 0.259 0.00
H 2.814 -2.009 -3.610 0.00
H 1.742 0.332 -4.372 0.00
H -0.049 3.547 -1.987 0.00
H -0.167 -1.387 -1.926 0.00
C -1.028 1.361 -4.443 0.00
As -2.130 1.962 -2.975 0.00
C -2.613 3.830 -3.246 0.00
C -3.833 1.247 -3.666 0.00
O -2.187 1.154 -1.499 0.01
H -1.574 1.499 -5.376 0.00
H -0.846 0.301 -4.275 0.00
H -0.090 1.907 -4.438 0.00
H -2.954 3.933 -4.277 0.00
H -1.781 4.499 -3.055 0.00
H -3.443 4.072 -2.582 0.00
H -4.073 1.640 -4.657 0.00
H -4.632 1.505 -2.969 0.00
H -3.759 0.161 -3.713 0.00
O 2.353 -3.660 1.861 0.00
B 1.095 -3.299 1.368 0.00
O 0.082 -3.767 2.210 0.00
C 0.729 -4.427 3.218 0.00
C 0.191 -5.074 4.304 0.00
C 1.090 -5.672 5.189 0.00
C 2.461 -5.612 4.975 0.00
C 2.996 -4.951 3.868 0.00
C 2.101 -4.366 3.005 0.00
H -0.879 -5.114 4.458 0.00
H 0.710 -6.193 6.058 0.00
H 3.131 -6.088 5.680 0.00
H 4.061 -4.898 3.688 0.00
```

HOMO-LUMO gap (alpha / beta) ... 7.12 / 6.69 eV
Multiplicity ... 2
Charge ... -1
HOMO energy (alpha / beta) ... -4.5 / -4.1 eV

=====

Q: Which of them is the least stable? A: *b*.

=====

*a*
Computed, not measured: C5H6ClN in the gas phase, with ωB97M-V/def2-TZVPD.

```
13
Properties=species:S:1:pos:R:3:mulliken_charge:R:1
C -4.335 0.994 -0.168 -0.53
C -3.146 0.766 0.020 0.11
N -1.851 0.684 0.387 -0.41
C -0.970 -0.176 0.273 0.36
Cl -1.431 -1.889 -0.062 -0.21
C 0.434 -0.083 0.675 -0.25
C 1.409 -0.565 -0.300 -0.95
H -5.303 1.114 -0.469 0.46
H 0.577 -0.697 1.665 0.25
H 0.623 0.911 0.919 0.32
H 0.917 -0.258 -1.326 0.27
H 1.547 -1.709 -0.307 0.28
H 2.364 -0.026 -0.064 0.30
```

HOMO-LUMO gap ... 9.50 eV
Charge ... 0
HOMO energy ... -9.3 eV
SMILES ... C#C/N=C(\Cl)CC

=====

*b*
Computed, not measured: C5H6ClN in the gas phase, with ωB97M-V/def2-TZVPD.

```
13
Properties=species:S:1:pos:R:3:mulliken_charge:R:1
Cl -2.708 -0.230 -0.265 -0.22
C -1.136 -0.088 0.530 0.01
C -0.502 1.303 0.388 -0.49
C 0.588 1.264 -0.366 -0.60
C 1.018 -0.156 -0.670 0.01
N 1.176 -0.961 0.538 -0.59
C -0.107 -0.999 -0.100 -0.34
H -1.284 -0.366 1.563 0.34
H -0.990 2.144 0.856 0.41
H 1.204 2.153 -0.523 0.38
H 1.547 -0.389 -1.577 0.45
H 1.708 -1.784 0.226 0.27
H -0.514 -1.892 -0.599 0.39
```

HOMO-LUMO gap ... 10.54 eV
Charge ... 0
HOMO energy ... -9.5 eV
SMILES ... Cl[C@@H]1C=C[C@H]2N[C@@H]12

=====

*c*
Computed, not measured: 2 unconnected molecules or ions with the total composition C5H6ClN, with ωB97M-V/def2-TZVPD.

```
13
Properties=species:S:1:pos:R:3:mulliken_charge:R:1
C 0.669 -2.712 0.249 0.30
C -1.142 -0.874 0.362 0.13
C -0.058 -1.625 0.250 -0.06
C -1.030 0.578 0.602 -1.02
C 2.659 -0.063 -0.892 -0.53
N 1.502 -3.551 0.189 -0.51
Cl 3.060 0.940 0.425 -0.11
H -2.242 -1.152 0.259 0.26
H -1.502 1.274 -0.117 0.33
H -0.068 1.014 0.695 0.24
H -1.699 0.937 1.350 0.37
H 3.415 -0.854 -1.068 0.33
H 2.197 0.412 -1.829 0.29
```

HOMO-LUMO gap (alpha / beta) ... 8.84 / 7.56 eV
Charge ... 0
HOMO energy (alpha / beta) ... -9.1 / -8.8 eV

=====

Q: Which of them is the least stable? A: *c*.